a:
C3H13N2O | the ωB97M-V functional and the def2-TZVPD basis

Values from the calculation:
HOMO-LUMO gap   9.42 eV
Multiplicity   1
E_HOMO   -13.2 eV
Net charge   +1
Lowest unoccupied orbital energy   -3.8 eV

Geometry as XYZ:
```
19
Properties=species:S:1:pos:R:3:lowdin_charge:R:1
N -1.406 0.335 0.374 0.187
C 0.041 0.613 0.152 -0.128
C 0.884 -0.648 0.363 -0.214
N 0.609 -1.460 1.533 -0.107
C 0.518 -0.749 2.805 -0.108
H -1.799 0.556 1.284 0.161
H -1.616 -0.665 0.329 0.164
H -2.113 0.678 -0.285 0.184
H 0.270 1.392 0.879 0.128
H 0.139 1.078 -0.824 0.130
H 1.933 -0.389 0.227 0.132
H 0.595 -1.315 -0.461 0.130
H -0.071 -2.169 1.370 0.097
H -0.460 -0.327 3.084 0.071
H 0.854 -1.251 3.710 0.087
H 1.224 0.077 2.696 0.088
H -0.102 1.699 -5.376 0.025
H 0.512 1.370 -4.054 0.037
O -0.351 1.513 -4.483 -0.063
```

=====

b:
C3H13N2O | the ωB97M-V functional and the def2-TZVPD basis

Values from the calculation:
HOMO-LUMO gap   11.23 eV
Multiplicity   1
E_HOMO   -14.1 eV
Net charge   +1
Lowest unoccupied orbital energy   -2.8 eV

Geometry as XYZ:
```
19
Properties=species:S:1:pos:R:3:lowdin_charge:R:1
C -0.974 -0.123 -1.403 -0.231
N -0.298 1.165 -1.382 0.028
C -1.337 -0.436 0.048 -0.135
N -0.097 -0.542 0.902 0.014
C 0.749 -1.699 0.454 0.012
H -1.931 -0.093 -1.903 0.124
H -0.329 -0.892 -1.803 0.111
H -0.864 1.959 -1.645 0.094
H 0.486 1.144 -1.998 0.080
H -1.889 0.425 0.437 0.132
H -2.014 -1.232 0.370 0.138
H -0.305 -0.669 1.880 0.173
H 0.373 0.347 0.741 0.098
H 1.415 -2.078 1.221 0.110
H 0.105 -2.410 -0.055 0.105
H 1.399 -1.352 -0.335 0.096
H 1.321 2.504 1.004 0.045
H 2.369 2.204 2.070 0.064
O 1.820 1.778 1.395 -0.057
```

=====

Which of them is most stable? Easy: b.

=====

a:
C5H7FS | the ωB97M-V functional and the def2-TZVPD basis

Values from the calculation:
SMILES string   FC1C[C@H]2S[C@@H]2C1
HOMO-LUMO gap   9.87 eV
Multiplicity   1
E_HOMO   -9.0 eV
Lowest unoccupied orbital energy   0.9 eV

Geometry as XYZ:
```
14
Properties=species:S:1:pos:R:3:lowdin_charge:R:1
C -0.171 1.571 0.229 -0.278
C 1.214 0.789 0.246 -0.123
C 0.689 -0.451 -0.344 -0.551
C -0.433 -0.731 0.623 -0.649
C -1.299 0.476 0.352 -0.106
H -0.210 2.326 1.063 0.151
H 1.946 1.394 -0.305 0.121
H 1.575 0.642 1.243 0.108
H 0.338 -0.220 -1.356 0.103
H -0.106 -0.726 1.662 0.095
H -2.121 0.654 1.031 0.101
H -1.678 0.421 -0.744 0.150
F -0.405 2.273 -0.965 -0.037
S 0.244 -2.179 -0.034 0.915
```

=====

b:
C5H7FS | the ωB97M-V functional and the def2-TZVPD basis

Values from the calculation:
SMILES string   C=C(F)/C=C\CS
HOMO-LUMO gap   9.48 eV
Multiplicity   1
E_HOMO   -9.0 eV
Lowest unoccupied orbital energy   0.5 eV

Geometry as XYZ:
```
14
Properties=species:S:1:pos:R:3:lowdin_charge:R:1
C 1.255 0.256 0.796 -0.557
C 0.345 1.119 -0.060 -0.171
C -0.907 0.884 -0.491 -0.055
C -1.648 -0.322 -0.201 -0.357
C -1.179 -1.568 -0.130 0.085
H 2.757 0.380 -1.036 -0.128
H 1.848 1.017 1.325 0.071
H 0.680 -0.487 1.373 0.072
H 0.840 2.021 -0.414 0.102
H -1.492 1.701 -0.867 0.107
H -1.775 -2.387 0.240 0.074
H -0.130 -1.729 -0.339 0.027
F -2.975 -0.209 0.080 0.027
S 2.381 -0.675 -0.275 0.702
```

=====

Which of them is most stable? Easy: b.

=====

a:
C8H10ClNO2 | the ωB97M-V functional and the def2-TZVPD basis

Values from the calculation:
HOMO-LUMO gap   8.84 eV
Multiplicity   1
E_HOMO   -8.3 eV
Lowest unoccupied orbital energy   0.5 eV

Geometry as XYZ:
```
22
Properties=species:S:1:pos:R:3:lowdin_charge:R:1
C -0.887 -1.199 1.547 -0.075
C -0.985 0.208 2.077 -0.039
C 0.072 -1.510 0.722 -0.126
C -0.381 1.202 1.433 -0.011
C 0.520 -0.927 -2.739 -0.615
C 1.012 -0.515 0.187 -0.152
C 0.560 0.942 0.264 -0.441
C -0.098 1.478 -1.075 -0.192
N -0.649 -1.473 -3.031 0.016
O 1.751 1.824 0.284 -0.085
O -1.188 1.136 -1.474 0.043
Cl 1.233 -0.041 -4.037 0.588
H -1.467 -1.930 2.034 0.085
H -1.658 0.419 2.792 0.059
H 0.250 -2.548 0.499 0.107
H -0.549 2.307 1.505 0.136
H 2.001 -0.600 0.756 0.148
H 1.048 -0.679 -0.955 0.052
H 0.494 2.364 -1.515 0.150
H -1.054 -1.297 -3.975 0.112
H 2.500 1.234 0.696 0.134
H -1.115 -1.893 -2.233 0.104
```

=====

b:
C8H10ClNO2 | the ωB97M-V functional and the def2-TZVPD basis

Values from the calculation:
SMILES string   C[C@@H](O)C(=O)c1cccnc1.Cl
HOMO-LUMO gap   9.31 eV
Multiplicity   1
E_HOMO   -9.7 eV
Lowest unoccupied orbital energy   -0.4 eV

Geometry as XYZ:
```
22
Properties=species:S:1:pos:R:3:lowdin_charge:R:1
C -1.764 2.459 -0.301 -0.026
C -0.905 1.356 -0.423 -0.035
C -3.005 2.189 0.335 -0.151
C -2.276 0.192 1.126 -0.057
C -1.126 0.188 0.245 -0.140
C 2.031 -0.646 0.908 -0.029
C 1.119 -0.899 -0.296 -0.308
C -0.377 -1.077 0.084 -0.294
N -3.165 1.143 1.059 0.044
O 1.684 -2.067 -0.951 -0.101
O -0.891 -2.157 0.329 0.112
Cl 3.980 -1.243 -2.627 0.238
H -1.571 3.365 -0.869 0.101
H 0.040 1.482 -1.043 0.138
H -3.917 2.819 0.379 0.122
H -2.431 -0.542 2.015 0.158
H 1.945 -1.446 1.694 0.102
H 3.179 -0.646 0.564 0.132
H 1.851 0.238 1.449 0.051
H 1.233 -0.115 -1.015 0.114
H 2.914 -1.659 -1.965 -0.264
H 1.450 -2.932 -0.697 0.089
```

=====

Which of them is most stable? Easy: b.

=====

a:
C3H14OSi3 | the ωB97M-V functional and the def2-TZVPD basis

Values from the calculation:
HOMO-LUMO gap (alpha / beta)   5.20 / 6.36 eV
Multiplicity   3
E_HOMO (alpha / beta)   -4.5 / -10.4 eV
Expectation value of S²   2.007
Lowest unoccupied orbital energy (alpha / beta)   0.7 / -4.0 eV

Geometry as XYZ:
```
21
Properties=species:S:1:pos:R:3:lowdin_spin:R:1
C 0.479 0.121 1.788 0.026
C -0.225 -2.303 1.493 0.043
C -0.644 -0.860 1.455 0.198
O -2.292 1.110 -0.602 0.201
Si 1.284 2.304 -1.930 0.154
Si 0.607 0.100 -1.660 0.524
Si -1.305 -0.417 -0.337 0.544
H 1.292 0.205 1.085 0.008
H -0.010 1.072 1.799 0.007
H 1.015 -0.060 2.739 0.005
H 0.621 -2.403 0.668 0.011
H -1.068 -2.944 1.237 0.002
H 0.057 -2.712 2.494 0.013
H -1.571 -0.530 2.021 0.025
H -2.948 1.057 -1.285 0.009
H 1.778 2.837 -3.435 0.060
H 2.648 2.515 -1.258 0.014
H 0.396 3.467 -1.497 0.000
H 1.620 -0.644 -1.078 0.041
H 0.392 -0.449 -3.040 0.047
H -2.125 -1.468 -0.657 0.065
```

=====

b:
C3H14OSi3 | the ωB97M-V functional and the def2-TZVPD basis

Values from the calculation:
HOMO-LUMO gap (alpha / beta)   6.36 / 8.75 eV
Multiplicity   3
E_HOMO (alpha / beta)   -5.7 / -10.0 eV
Expectation value of S²   2.006
Lowest unoccupied orbital energy (alpha / beta)   0.6 / -1.3 eV

Geometry as XYZ:
```
21
Properties=species:S:1:pos:R:3:lowdin_spin:R:1
C -0.217 -1.373 -2.030 0.086
C 1.686 0.238 -2.767 0.102
C 0.301 0.049 -2.228 0.740
O -1.476 2.013 0.476 0.141
Si -0.309 0.086 3.964 0.060
Si -0.242 -0.610 1.830 0.132
Si -0.063 1.157 0.455 0.525
H -1.173 -1.241 -1.684 0.005
H -0.320 -1.768 -3.058 0.028
H 0.292 -1.936 -1.333 0.005
H 1.739 1.229 -3.121 -0.001
H 1.925 -0.677 -3.426 0.034
H 2.348 0.089 -1.967 0.020
H -0.504 0.490 -2.782 0.036
H -2.342 1.736 0.800 0.000
H 0.402 1.283 3.852 0.004
H 0.366 -0.708 5.032 0.018
H -1.766 0.465 4.132 0.005
H -1.800 -0.858 1.484 -0.003
H 0.356 -1.932 1.613 0.000
H 0.799 2.268 0.756 0.065
```

=====

Which of them is most stable? Easy: b.

=====

a:
C2H6N4O | the ωB97M-V functional and the def2-TZVPD basis

Values from the calculation:
SMILES string   [H]/N=c1\[nH]\c1=N/N.O
HOMO-LUMO gap   8.64 eV
Multiplicity   1
E_HOMO   -8.1 eV
Lowest unoccupied orbital energy   0.5 eV

Geometry as XYZ:
```
13
Properties=species:S:1:pos:R:3:lowdin_charge:R:1
C -1.702 -0.312 0.274 -0.261
C -0.293 -0.049 -0.061 -0.309
N -2.531 -0.956 1.028 0.133
N 0.901 -0.518 0.133 -0.056
N -1.264 0.275 -0.938 0.163
N 1.804 -0.491 -0.899 -0.008
O 0.959 1.604 1.336 -0.162
H -3.415 -1.231 0.597 0.043
H 1.530 1.038 0.638 0.066
H -1.412 0.147 -1.981 0.159
H 1.632 0.038 -1.773 0.110
H 2.691 -0.732 -0.583 0.058
H 1.101 1.187 2.231 0.063
```

=====

b:
C2H6N4O | the ωB97M-V functional and the def2-TZVPD basis

Values from the calculation:
SMILES string   [H]/N=C\NO/C(N)=N\[H]
HOMO-LUMO gap   10.49 eV
Multiplicity   1
E_HOMO   -9.6 eV
Lowest unoccupied orbital energy   0.8 eV

Geometry as XYZ:
```
13
Properties=species:S:1:pos:R:3:lowdin_charge:R:1
C -1.371 0.615 0.041 -0.612
C 1.712 -1.121 -0.450 -0.207
H -1.340 2.594 -0.354 0.071
H -2.908 1.899 -0.473 0.134
H -1.479 -1.252 0.271 0.099
H 1.267 0.032 1.230 0.134
H 1.270 -1.121 -1.414 0.098
H 3.088 -1.729 0.919 0.073
N -1.876 1.782 -0.417 0.145
N -2.044 -0.330 0.382 0.130
N 0.750 -0.438 0.470 -0.036
N 2.889 -1.545 -0.111 0.062
O 0.043 0.614 -0.093 -0.091
```

=====

Which of them is most stable? Easy: b.

=====

a:
C4H8NOS | the ωB97M-V functional and the def2-TZVPD basis

Values from the calculation:
SMILES string   CNC(=O)CC[S-]
HOMO-LUMO gap   6.29 eV
Multiplicity   1
E_HOMO   -2.5 eV
Net charge   -1
Lowest unoccupied orbital energy   3.8 eV

Geometry as XYZ:
```
15
Properties=species:S:1:pos:R:3:lowdin_charge:R:1
C 0.590 -0.472 -0.896 -0.202
C -0.628 -1.263 -0.454 -0.741
S -2.352 -0.537 -0.546 0.070
C 1.606 0.145 0.120 -0.463
N 1.153 1.356 0.694 -0.050
C -0.184 1.526 0.994 -0.191
O 2.639 -0.270 0.574 0.032
H 0.197 0.149 -1.683 0.086
H 1.235 -1.319 -1.339 0.121
H -0.484 -1.709 0.544 0.048
H -0.816 -1.986 -1.219 -0.013
H 1.827 1.793 1.331 0.127
H -0.746 1.464 0.035 0.025
H -0.581 0.740 1.603 0.058
H -0.485 2.513 1.429 0.093
```

=====

b:
C4H8NOS | the ωB97M-V functional and the def2-TZVPD basis

Values from the calculation:
HOMO-LUMO gap   5.45 eV
Multiplicity   1
E_HOMO   -2.5 eV
Net charge   -1
Lowest unoccupied orbital energy   3.0 eV

Geometry as XYZ:
```
15
Properties=species:S:1:pos:R:3:lowdin_charge:R:1
C 1.136 -0.879 -0.073 -0.041
C 1.335 1.763 -0.736 -0.630
S 0.178 2.878 -1.121 0.494
C 0.157 -1.621 0.603 -0.696
N -1.173 -1.192 0.508 -0.059
C -1.684 0.074 0.081 -0.159
O 0.315 -2.693 1.216 -0.110
H 1.086 0.220 -0.101 -0.080
H 2.118 -1.323 -0.128 0.011
H 1.949 1.369 -1.507 0.004
H 1.709 1.909 0.262 0.008
H -1.780 -1.737 1.101 0.103
H -1.077 0.357 -0.784 0.033
H -2.732 -0.021 -0.117 0.059
H -1.537 0.896 0.796 0.063
```

=====

Which of them is most stable? Easy: a.

=====

a:
H3OS2 | the ωB97M-V functional and the def2-TZVPD basis

Values from the calculation:
HOMO-LUMO gap   6.31 eV
Multiplicity   1
E_HOMO   -2.6 eV
Net charge   -1
Lowest unoccupied orbital energy   3.7 eV

Geometry as XYZ:
```
6
Properties=species:S:1:pos:R:3:lowdin_charge:R:1
O 2.088 0.923 2.425 -0.156
H 1.463 1.619 2.591 -0.012
S -0.762 0.195 -1.724 -0.498
S -0.366 -0.700 0.219 -0.089
H 1.381 0.510 1.719 0.028
H -1.500 -1.426 0.374 -0.273
```

=====

b:
H3OS2 | the ωB97M-V functional and the def2-TZVPD basis

Values from the calculation:
HOMO-LUMO gap   6.29 eV
Multiplicity   1
E_HOMO   -2.6 eV
Net charge   -1
Lowest unoccupied orbital energy   3.7 eV

Geometry as XYZ:
```
6
Properties=species:S:1:pos:R:3:lowdin_charge:R:1
O -0.258 -1.938 -1.694 -0.165
H -0.266 -1.803 -0.746 -0.043
S 0.421 0.288 1.491 -0.437
S -0.206 0.838 -0.437 -0.061
H -0.118 -1.005 -1.961 -0.058
H -1.483 1.320 -0.321 -0.237
```

=====

Which of them is most stable? Easy: b.